No. 1
The following is a quantum chemistry calculation of a molecular structure, C14H31Cl2F3NO10PV in a non-equilibrium geometry, from the OMol25 dataset.

Results
Total charge   -1
LUMO level   2.381 eV
HOMO-LUMO gap   9.00 eV
E_HOMO   -6.6 eV
Largest force on an atom   3.0 eV/A
Molecular weight   583.217 g mol⁻¹

Structure (XYZ):
```
63
Properties=species:S:1:pos:R:3:forces:R:3
O 1.18853 0.79666 0.86716 -0.1 -0.5 0.1
V 0.49015 -0.63058 0.76753 -1.1 -2.2 -0.7
O 0.24156 -1.22280 2.23748 0.7 0.7 -1.1
C 3.67750 -2.94217 0.53127 0.1 0.0 0.1
C 2.41356 -3.06844 -0.32002 -0.2 -0.4 1.0
O 1.66355 -1.90377 -0.34610 -1.5 2.5 0.9
H 4.19524 -2.00181 0.33908 -0.2 0.1 0.1
H 4.42954 -3.71431 0.34365 -0.3 -0.2 -0.1
H 3.35722 -3.03091 1.57097 0.3 0.4 0.1
H 1.80575 -3.83693 0.18028 0.1 -0.4 -0.4
H 2.68517 -3.41757 -1.32307 -0.3 0.2 -0.1
C -2.85081 -0.17048 0.16673 1.0 -0.7 0.2
O -3.41239 -0.81605 1.30565 -0.6 -0.1 0.5
O -1.55597 -0.45368 0.11489 2.7 0.1 -0.5
C -3.60855 -0.72990 -1.05230 -1.3 0.5 0.5
F -3.23312 -0.17102 -2.20970 0.5 -0.3 0.0
F -3.59652 -2.05439 -1.14979 0.4 0.0 -0.2
F -4.92891 -0.36788 -0.91380 0.1 -0.2 0.0
C -3.75139 0.07084 2.33871 -0.9 1.8 0.3
C -4.11474 -0.61845 3.63159 0.7 -1.5 -0.7
H -4.81025 -1.44393 3.44979 -0.2 0.2 0.0
H -3.18249 -1.10227 3.94501 -0.2 0.1 0.5
H -4.51790 0.02672 4.40466 0.1 0.2 -0.1
H -4.58535 0.71618 2.01852 -0.1 -0.2 -0.1
H -2.96175 0.79702 2.57655 0.4 -0.3 -0.3
H -3.10789 0.90120 0.18209 0.1 0.1 0.1
C -1.37365 -4.03269 1.28012 -1.5 0.8 -0.8
C -2.78507 -4.60007 1.13341 0.3 -0.8 -1.3
O -2.97784 -5.67589 0.56346 -0.2 0.2 0.6
N -3.78724 -3.77933 1.49320 0.2 0.4 0.8
C -5.20500 -4.01899 1.37750 0.4 -0.7 -0.2
H -0.83057 -4.47699 2.10507 0.2 0.1 0.0
H -1.51546 -2.94814 1.32472 0.5 -0.1 0.7
H -0.91481 -4.15464 0.29957 0.4 -0.5 0.2
H -3.52244 -2.87142 1.83921 0.0 0.1 -0.2
H -5.57057 -4.75813 2.09697 0.1 0.2 0.3
H -5.44392 -4.48288 0.41951 0.0 0.4 -0.2
H -5.67785 -3.05322 1.52442 -0.4 -0.1 -0.2
C 0.06846 2.25270 -1.77098 0.0 -0.1 1.6
O 1.42885 2.73301 -1.75367 0.3 0.1 -0.4
P 1.73467 4.19339 -2.20330 -0.8 0.1 -0.1
O 1.04499 5.26873 -1.48394 0.2 0.3 -0.1
O 3.30600 4.21388 -2.14723 0.2 -0.4 -0.4
C 4.04864 5.40671 -2.40309 -0.4 0.4 1.1
O 1.34504 4.14645 -3.76596 0.3 -0.3 -0.2
C 1.12892 5.32924 -4.49190 -0.9 1.9 0.7
H 0.14901 1.18333 -1.93260 -0.3 0.1 -0.6
H -0.61351 2.82981 -2.38920 0.3 -0.2 -0.6
H -0.31503 2.34475 -0.75262 0.1 0.1 0.0
H 5.08310 5.10726 -2.52102 0.0 0.1 -0.1
H 3.92337 6.03160 -1.51654 0.3 0.1 0.0
H 3.68883 6.01718 -3.23032 0.0 -0.4 -0.3
H 0.44622 5.21672 -5.33153 0.4 -0.7 -0.2
H 2.02724 5.88221 -4.77857 0.3 -0.6 -0.3
H 0.60592 6.06755 -3.86552 0.0 -0.2 0.2
Cl 5.61955 1.74663 2.49771 0.1 -0.3 0.1
C 4.94281 0.31600 1.61181 0.5 1.2 -0.7
C 4.51731 0.76686 0.22471 -1.0 -0.5 0.5
Cl 5.86829 0.93751 -0.91893 0.0 0.0 0.1
H 4.09787 -0.02846 2.19624 0.0 -0.2 -0.1
H 5.74353 -0.40569 1.48222 -0.1 -0.2 0.5
H 3.95255 1.69351 0.24719 0.1 0.1 0.0
H 3.83200 -0.00977 -0.11695 0.1 0.1 -0.5
```
Positions in Å, forces in eV/Å.

Population analysis type Mulliken, resulting atomic charges in e: -0.6711 1.7106 -0.5964 -0.7015 -0.3195 -0.7462 -0.1043 0.4049 0.2197 0.1826 0.2836 -0.4798 -0.1407 -0.3569 0.8325 -0.2610 -0.2088 -0.3074 -0.2686 -1.3652 0.2397 0.3125 0.3874 0.3860 0.3551 0.3258 -0.2997 0.5435 -0.7281 0.0493 -1.1022 0.2975 -0.0844 0.1707 0.1121 0.3063 0.3487 0.3621 -0.6289 -0.1487 0.8433 -0.7276 -0.1662 -0.6112 -0.2684 -0.8294 0.1723 0.4028 0.2329 0.2236 0.3120 0.2030 0.2918 0.2601 0.3727 -0.2414 -0.3958 0.0959 -0.2469 0.2450 0.3771 0.3871 -0.2443


No. 2
The following is a quantum chemistry calculation of C25H26FN5O4S in the gas phase, from the OMol25 dataset.

Results
Total charge   0
LUMO level   -0.199 eV
HOMO-LUMO gap   8.13 eV
E_HOMO   -8.3 eV
Largest force on an atom   0.8 eV/A
SMILES string   Cc1ccccc1N(C(=O)c1snc(C(N)=O)c1N)[C@@H](C(=O)NC[C@@H]1CCCO1)c1ccc(F)cc1
Molecular weight   511.579 g mol⁻¹

Structure (XYZ):
```
62
Properties=species:S:1:pos:R:3:forces:R:3
C -0.52553 -2.88021 1.30286 0.0 0.0 0.0
C -0.49390 -2.67569 -0.17959 0.0 0.1 0.0
C -0.61428 -3.76641 -1.03323 0.0 0.0 0.0
C -0.57259 -3.61339 -2.40562 0.0 -0.1 0.0
C -0.40164 -2.35527 -2.96003 0.0 0.1 -0.1
C -0.28361 -1.25618 -2.13236 0.0 0.0 0.0
C -0.33047 -1.41228 -0.75076 0.1 -0.3 -0.2
N -0.26340 -0.24916 0.06290 -0.1 0.1 0.1
C 0.89736 0.31924 0.46868 -0.1 0.1 0.1
O 0.89410 1.42948 1.02464 0.1 0.1 0.1
C 2.14605 -0.37702 0.26005 0.7 -0.4 -0.1
S 2.41440 -1.92161 -0.49344 0.3 0.3 0.1
N 4.01614 -1.88666 -0.28194 0.4 0.1 0.1
C 4.42155 -0.79098 0.32238 -0.6 -0.1 -0.1
C 5.84698 -0.55460 0.62622 0.4 -0.3 -0.1
N 6.66541 -1.54301 0.21984 0.2 -0.1 -0.1
O 6.23602 0.45188 1.19810 0.0 0.2 0.1
C 3.38564 0.13565 0.66596 -0.6 -0.3 -0.3
N 3.60725 1.30626 1.26651 0.1 0.4 0.3
C -1.51974 0.46292 0.32525 -0.4 0.2 0.1
C -1.83422 1.42349 -0.85140 0.2 -0.2 0.4
O -2.77021 1.28756 -1.60787 -0.3 0.0 -0.2
N -0.92703 2.41044 -0.92576 0.4 0.5 0.0
C -1.01371 3.49708 -1.86836 -0.2 0.4 -0.2
C -0.91338 4.88048 -1.19555 0.3 -0.3 -0.4
C 0.31929 5.01720 -0.28353 -0.2 0.1 -0.1
C -0.22708 4.73884 1.12486 -0.1 0.0 0.0
C -1.75670 4.73041 0.93897 -0.1 -0.1 0.4
O -2.02456 5.17107 -0.37783 -0.1 0.0 -0.1
C -2.64696 -0.48414 0.62890 0.0 0.2 0.1
C -3.08144 -0.61807 1.94294 0.0 0.0 -0.2
C -4.09916 -1.49491 2.26971 -0.2 -0.2 0.0
C -4.68202 -2.23575 1.25821 0.1 0.1 0.1
F -5.66710 -3.10538 1.56891 0.1 0.1 0.0
C -4.28236 -2.11148 -0.05892 -0.1 -0.1 0.1
C -3.26167 -1.23139 -0.36981 -0.2 0.0 0.1
H -0.27968 -1.96630 1.83624 0.0 0.0 0.1
H 0.18536 -3.65454 1.58636 0.1 0.0 0.0
H -1.51779 -3.20383 1.61450 -0.1 0.0 0.1
H -0.74562 -4.74886 -0.60453 0.0 -0.1 0.0
H -0.67291 -4.47630 -3.04617 0.0 -0.1 -0.1
H -0.36791 -2.22956 -4.03107 0.0 0.0 -0.1
H -0.16478 -0.26535 -2.54558 0.0 0.1 0.0
H 6.27695 -2.34615 -0.24376 0.0 0.0 0.0
H 7.65490 -1.47304 0.38501 -0.1 0.0 0.0
H 2.80968 1.87079 1.51632 0.1 -0.1 0.0
H 4.55853 1.51729 1.53506 -0.1 0.0 0.0
H -1.32475 1.08603 1.20824 -0.1 -0.1 -0.2
H -0.18098 2.43617 -0.23963 -0.1 -0.2 0.0
H -1.97886 3.40828 -2.37319 0.2 0.0 0.0
H -0.21125 3.41559 -2.61253 -0.1 0.1 0.0
H -0.91800 5.62730 -1.99720 0.1 -0.1 0.1
H 0.70916 6.03235 -0.34807 0.0 0.0 0.0
H 1.11246 4.32852 -0.56841 0.1 0.0 0.0
H 0.12474 3.78394 1.51152 0.0 0.0 0.0
H 0.07515 5.51777 1.82245 0.0 0.0 0.0
H -2.26925 5.41948 1.61426 0.0 -0.1 0.0
H -2.17197 3.72545 1.09161 0.0 0.1 0.0
H -2.61783 -0.03386 2.72487 0.1 0.1 0.1
H -4.44087 -1.60747 3.28642 -0.1 0.0 0.1
H -4.76721 -2.69568 -0.82450 -0.1 -0.1 -0.1
H -2.95971 -1.11578 -1.39677 0.0 0.0 -0.1
```
Positions in Å, forces in eV/Å.

Population analysis type Mulliken, resulting atomic charges in e: -2.0828 2.2880 -0.7488 -0.7291 -1.1139 0.3722 -2.0499 0.9796 1.6658 -0.9017 -0.0686 0.1894 -0.6812 0.1099 0.3558 -0.3370 -0.7176 -0.5487 -0.2653 0.5264 -0.2591 -0.6781 0.4725 -1.0556 0.2540 -0.7795 -0.1964 -0.2880 -0.5215 -0.4889 0.0026 -0.8964 0.4610 -0.3504 -0.9503 -0.0375 0.2578 0.5531 0.3594 0.4940 0.4426 0.4669 0.5506 0.2469 0.2405 0.2257 0.1928 0.7874 -0.1589 0.4664 0.3036 0.4411 0.3612 0.2211 -0.0533 0.4512 0.3472 0.0403 0.4525 0.4440 0.4409 0.4941


No. 3
The following is a quantum chemistry calculation of 9 unconnected molecules or ions with the total composition C9H36N18O9 in a non-equilibrium geometry, from the OMol25 dataset.

Results
Total charge   0
LUMO level   -0.234 eV
HOMO-LUMO gap   9.19 eV
E_HOMO   -9.4 eV
Energy above the lowest of the compared OMol25 structures with the same formula, charge and spin   163.5 kcal per mole
Largest force on an atom   7.0 eV/A
SMILES string   NC(N)=O.NC(N)=O.NC(N)=O.NC(N)=O.NC(N)=O.NC(N)=O.NC(N)=O.NC(N)=O.NC(N)=O
Molecular weight   540.504 g mol⁻¹

Structure (XYZ):
```
72
Properties=species:S:1:pos:R:3:forces:R:3
N 16.23183 26.18754 -3.60592 0.0 -0.8 1.0
C 15.06865 26.93136 -3.52126 1.0 -2.3 1.0
N 15.10483 27.90246 -4.39016 -0.3 2.5 -2.5
O 14.15418 26.68754 -2.77559 -0.6 -0.3 0.9
H 16.46511 25.65080 -2.78276 0.2 -0.1 -0.4
H 16.89002 26.29316 -4.36468 -0.1 -0.1 0.5
H 15.89571 27.83739 -5.01496 -0.5 0.7 -0.3
H 14.21294 28.22733 -4.73524 0.3 0.2 0.0
N 18.47471 17.64207 -6.59755 2.3 -1.3 -3.4
C 18.17895 18.58505 -5.74216 0.0 2.7 1.5
N 17.15095 18.29332 -5.02602 -4.0 -2.0 2.6
O 18.69097 19.68243 -5.61908 1.5 1.1 -0.7
H 19.16095 18.04662 -7.21844 0.3 -0.9 -0.3
H 18.53999 16.65681 -6.38518 -0.1 0.4 0.1
H 16.79320 18.87407 -4.28114 0.3 -0.1 -0.3
H 16.63770 17.47714 -5.32692 -0.3 0.3 0.6
N 15.70903 24.88328 1.20418 1.3 -1.6 -0.7
C 15.13308 25.86306 1.90042 4.1 0.9 0.6
N 13.89265 25.98633 1.68293 -5.4 0.2 -0.8
O 15.79218 26.61852 2.58657 0.7 0.6 1.1
H 15.17212 24.28388 0.59381 0.7 0.0 0.1
H 16.70723 24.83232 1.34949 -0.3 -0.4 -0.4
H 13.54038 25.38233 0.95411 -0.9 0.7 0.3
H 13.41980 26.78562 2.07999 -0.2 -0.4 -0.4
N 21.41273 24.20728 5.17472 0.3 1.8 1.6
C 21.91027 23.81716 3.99526 4.9 1.3 2.8
N 21.09722 23.05028 3.41036 -3.3 -3.5 -4.1
O 23.10214 23.95878 3.64576 -1.3 0.7 0.0
H 20.52377 23.84701 5.49104 0.5 0.4 0.3
H 22.05936 24.69490 5.77821 -0.5 -0.1 0.1
H 21.56635 22.47128 2.72861 -0.8 -0.2 -0.1
H 20.23003 22.79594 3.86134 0.3 -0.3 -0.6
N 22.79315 17.95212 -5.42579 -1.4 4.7 0.8
C 23.28861 16.74906 -5.30393 1.4 -2.4 2.9
N 23.35788 16.10100 -6.42843 0.4 -2.2 -4.2
O 23.62125 16.17359 -4.26154 -0.6 1.0 0.1
H 22.71443 18.55235 -4.61732 0.2 -0.6 0.3
H 22.86291 18.55825 -6.23067 0.0 -0.8 -0.4
H 23.61845 15.12521 -6.43489 0.1 0.4 0.2
H 23.29062 16.55090 -7.33019 -0.2 -0.1 0.3
N 26.17274 25.40329 1.34140 2.6 -3.7 5.4
C 25.84175 25.94028 0.24489 3.2 1.9 -2.8
N 24.69582 26.49030 0.20104 -5.5 1.4 -0.4
O 26.60925 26.20296 -0.66225 1.9 -0.6 -1.4
H 25.55885 25.06139 2.06689 -0.2 0.3 -0.3
H 27.14608 25.17243 1.48079 -0.2 -0.1 -0.2
H 24.57198 26.78691 -0.75645 -1.1 0.2 0.3
H 24.00440 26.09542 0.82241 -0.6 0.5 -0.5
N 20.50702 23.84466 -0.98908 -0.5 1.4 2.3
C 19.99934 23.03255 -1.90846 -2.1 0.5 1.6
N 20.78968 22.52353 -2.78515 2.8 -1.2 -3.7
O 18.82685 22.69320 -1.90666 -1.3 0.0 0.8
H 21.37426 24.35592 -0.90771 -0.1 -0.5 -0.4
H 19.78772 24.02395 -0.30310 0.4 0.5 0.1
H 21.55919 23.10674 -3.08151 0.2 -0.3 -0.1
H 20.18903 22.17264 -3.51739 0.6 -0.4 -0.5
N 15.74110 22.27027 -5.65653 3.2 -1.8 5.8
C 15.20239 22.31740 -6.81347 -0.5 -0.9 -3.1
N 14.41379 23.38612 -6.85361 -2.2 1.9 -1.6
O 15.41191 21.58445 -7.75607 0.3 -0.3 -0.7
H 15.12529 22.43256 -4.87261 0.4 0.2 0.1
H 16.52249 21.65313 -5.48723 -0.3 -0.4 0.0
H 14.54587 24.02020 -6.07863 0.0 0.4 -0.7
H 14.49622 23.71809 -7.80393 -0.9 0.8 0.2
N 18.57947 18.68610 0.04480 -2.6 4.6 3.3
C 19.28018 17.85529 -0.61281 0.9 -3.1 -2.9
N 20.22913 18.41599 -1.37853 1.5 0.6 -1.0
O 18.96341 16.69120 -0.66018 0.7 -2.3 0.1
H 18.01931 18.35824 0.81865 -0.2 0.3 -0.6
H 18.51033 19.60289 -0.37331 -0.4 0.1 0.9
H 20.67602 17.86918 -2.10060 -0.1 0.1 0.3
H 20.41156 19.40767 -1.32017 0.1 -0.3 -0.1
```
Positions in Å, forces in eV/Å.

Population analysis type Mulliken, resulting atomic charges in e: -0.3703 0.6850 -0.4266 -0.6228 0.1638 0.1503 0.1764 0.2488 -0.4770 0.6745 -0.3689 -0.6861 0.2387 0.2485 0.2081 0.1747 -0.3834 0.6986 -0.3645 -0.6837 0.1637 0.1616 0.1822 0.2327 -0.4234 0.6991 -0.3800 -0.6925 0.1596 0.2204 0.2346 0.1838 -0.3644 0.6198 -0.3838 -0.6622 0.2040 0.2091 0.2178 0.1676 -0.3259 0.5932 -0.4114 -0.7038 0.1890 0.2073 0.2448 0.2103 -0.3268 0.5777 -0.4311 -0.6827 0.1479 0.2118 0.2372 0.2653 -0.3488 0.6073 -0.4989 -0.6334 0.2310 0.1379 0.2436 0.2347 -0.3618 0.6733 -0.3483 -0.6576 0.2089 0.1661 0.1590 0.1502


No. 4
The following is a quantum chemistry calculation of 2 unconnected molecules or ions with the total composition C4H8N2O, from the OMol25 dataset.

Results
Total charge   0
LUMO level   0.959 eV
HOMO-LUMO gap   9.02 eV
E_HOMO   -8.1 eV
Energy above the lowest of the compared OMol25 structures with the same formula, charge and spin   74.8 kcal per mole
Largest force on an atom   0.6 eV/A
SMILES string   N=C=CN.CC=O
Molecular weight   100.121 g mol⁻¹

Structure (XYZ):
```
15
Properties=species:S:1:pos:R:3:forces:R:3
N -0.94511 -0.68694 1.56310 -0.2 0.1 -0.5
C -1.17084 -0.16770 0.46516 0.1 0.1 0.4
C -1.21868 0.66437 -0.55851 0.1 -0.2 0.1
N -1.83132 1.93520 -0.44133 -0.2 0.1 0.1
H -1.54264 -1.47842 1.80213 -0.1 0.1 -0.1
H -0.76399 0.43796 -1.51470 -0.1 -0.2 0.2
H -2.61640 2.03733 -1.07446 0.0 0.1 0.1
H -2.14518 2.07361 0.51093 -0.1 0.2 -0.1
C 2.06734 -0.48257 0.41690 0.0 0.0 0.0
C 1.32890 -0.93304 -0.81503 -0.1 -0.3 0.0
O 0.44666 -1.76192 -0.82233 0.5 0.0 0.0
H 1.35535 -0.30703 1.23029 0.1 -0.1 -0.1
H 2.66438 0.41262 0.22684 -0.1 -0.1 0.0
H 2.74080 -1.28568 0.73689 -0.1 0.1 -0.1
H 1.63791 -0.48012 -1.77461 0.1 0.1 0.0
```
Positions in Å, forces in eV/Å.

Population analysis type Mulliken, resulting atomic charges in e: -0.5264 0.1643 -0.1518 -0.5340 0.2547 0.3529 0.2285 0.2478 -0.7320 -0.0176 -0.4956 0.2386 0.2759 0.2864 0.4083


No. 5
The following is a quantum chemistry calculation of a molecular structure, C2H3IO3 in a non-equilibrium geometry, from the OMol25 dataset.

Results
Total charge   0
LUMO level   -0.936 eV
HOMO-LUMO gap   8.32 eV
E_HOMO   -9.3 eV
Energy above the lowest of the compared OMol25 structures with the same formula, charge and spin   0.0 kcal per mole
Largest force on an atom   1.1 eV/A
Molecular weight   201.947 g mol⁻¹

Structure (XYZ):
```
9
Properties=species:S:1:pos:R:3:forces:R:3
C 0.29354 0.90090 -1.30412 -0.6 -0.1 0.4
C -0.16260 0.14072 -0.09147 -0.2 0.2 0.0
O 1.51319 0.50155 -1.67076 1.0 -0.3 -0.5
O -0.31448 1.74767 -1.88939 -0.5 0.3 0.0
O 1.80468 -0.21907 -4.52155 -0.1 -0.3 -0.2
I 2.12055 1.18089 -3.45519 0.3 0.3 0.2
H 0.53001 0.31989 0.72852 0.0 0.0 0.0
H -1.16278 0.46366 0.18312 0.0 0.0 0.0
H -0.15786 -0.92282 -0.31278 0.0 -0.1 0.0
```
Positions in Å, forces in eV/Å.

Population analysis type Mulliken, resulting atomic charges in e: 0.8959 -0.9399 -0.5650 -0.5259 -0.6011 0.8629 0.2892 0.2952 0.2887


No. 6
The following is a quantum chemistry calculation of 2 unconnected molecules or ions with the total composition C4H11N2O in a non-equilibrium geometry, from the OMol25 dataset.

Results
Total charge   0
LUMO level (alpha / beta)   0.251 / -2.296 eV
HOMO-LUMO gap (alpha / beta)   8.56 / 6.00 eV
E_HOMO (alpha / beta)   -8.3 / -8.3 eV
⟨S²⟩   0.7550
Spin multiplicity   2
Energy above the lowest of the compared OMol25 structures with the same formula, charge and spin   136.9 kcal per mole
Largest force on an atom   5.1 eV/A
Molecular weight   103.145 g mol⁻¹

Structure (XYZ):
```
18
Properties=species:S:1:pos:R:3:forces:R:3
C -0.33507 -1.54862 0.63220 -0.5 0.4 -2.2
N 0.96222 -1.13182 0.11903 0.6 0.5 0.4
C 1.70446 -0.14121 0.99629 -1.0 -1.7 -2.0
O 2.26665 0.81355 0.23715 0.3 -0.1 1.1
C -1.40937 -0.47959 0.54215 -1.5 -0.6 1.8
N -2.52031 -0.69209 -0.14118 1.0 0.7 -0.5
C -0.23391 1.70720 -1.49016 1.6 -4.1 2.6
H -0.85419 -2.31051 0.01408 1.1 -0.2 0.3
H -0.24498 -1.86462 1.62441 0.2 -0.7 1.6
H 0.84325 -0.61282 -0.74619 0.1 -0.4 -0.1
H 0.95329 0.23084 1.68595 0.1 0.9 0.6
H 2.42507 -0.73112 1.58145 0.3 0.4 0.1
H -1.45331 0.22636 1.41231 0.4 0.4 -0.6
H -1.29669 -0.08768 -0.58607 -1.1 0.0 -0.1
H -0.48766 0.76682 -2.04386 0.1 0.8 0.3
H -0.30553 2.48077 -2.11422 -0.5 3.2 -2.3
H -0.84824 1.77996 -0.58686 0.0 0.4 -0.5
H 0.83431 1.59459 -1.13651 -1.2 0.2 -0.5
```
Positions in Å, forces in eV/Å.

Population analysis type Mulliken, resulting atomic charges in e: -1.0114 -0.3608 -0.1430 -0.3874 0.4539 -0.6654 -1.0983 0.4863 0.3557 0.2854 0.2534 0.3210 0.3789 -0.1420 0.3310 0.3996 0.3005 0.2427